[1]
{"formula": "C7H14N2O2", "method": "ωB97M-V/def2-TZVPD", "symbols": ["C", "C", "C", "C", "C", "C", "C", "N", "N", "O", "O", "H", "H", "H", "H", "H", "H", "H", "H", "H", "H", "H", "H", "H", "H"], "xyz": [[0.915601, 1.249438, -1.078351], [-2.393859, 0.802606, 1.260784], [0.146943, -2.355064, 0.259709], [1.566184, -1.730213, 2.181527], [0.044784, 2.470113, -3.131433], [-0.205470, -0.289863, 1.566769], [0.816839, -1.144125, 0.981674], [-1.199986, 0.223849, 0.952126], [0.065535, 1.470346, -2.007739], [-1.070788, 0.628370, -2.107702], [-3.330371, 0.188937, 1.743209], [1.628609, 2.242782, -1.078991], [-2.306463, 1.917698, 0.964938], [0.998889, -2.943501, -0.179062], [-0.376077, -2.975519, 1.044607], [-0.483480, -1.833755, -0.478655], [1.977301, -0.950674, 2.832981], [2.336835, -2.407938, 1.876121], [0.774781, -2.295905, 2.722223], [0.013461, 1.752047, -3.972914], [0.960842, 3.076371, -2.903835], [-0.848904, 3.069557, -2.967057], [0.010954, -0.032544, 2.541796], [1.414581, -0.594835, 0.199976], [-1.456741, 0.461824, -1.222703]], "forces_ev_per_a": [[1.2, 2.6, 0.1], [0.6, 0.6, 0.9], [0.9, 0.7, 0.4], [-0.7, 0.4, 0.1], [0.4, -1.2, 2.0], [-1.7, 1.5, -2.4], [0.8, -1.6, -0.6], [0.6, -1.4, -0.3], [-0.4, 0.2, 0.9], [-0.1, 0.0, -1.0], [0.6, 1.1, -0.7], [-1.2, -2.3, -0.4], [-1.0, -1.2, 0.4], [-1.2, 0.4, 0.1], [0.2, 0.6, -1.2], [-0.1, -1.2, 0.0], [0.1, -0.2, 0.0], [0.5, -0.4, -0.1], [0.8, 0.2, 0.1], [0.2, 1.4, -0.3], [-0.8, -0.6, -1.1], [0.0, 0.0, -0.6], [-0.2, 0.7, 2.5], [-0.5, -0.3, 1.1], [1.0, 0.3, 0.1]], "spin_multiplicity": 1, "charge": 0, "homo_energy_ev": -8.65, "e_tot_ev": -14555.64854, "relative_energy_ev": 5.1312, "gap_ev": 9.39}


[2]
{"formula": "C5H11NO", "method": "ωB97M-V/def2-TZVPD", "symbols": ["C", "C", "C", "O", "N", "C", "C", "H", "H", "H", "H", "H", "H", "H", "H", "H", "H", "H"], "xyz": [[1.019118, 0.735825, 1.490683], [0.180425, -0.320270, 0.799547], [-1.219724, -0.325250, 1.298529], [-2.132100, -1.224703, 1.130438], [0.233643, -0.188405, -0.638715], [-0.072265, 1.143707, -1.368632], [-0.047417, -1.402881, -1.521494], [0.891896, 0.523581, 2.598308], [0.548201, 1.792211, 1.383523], [2.172881, 0.891147, 1.412393], [0.585084, -1.365704, 0.944207], [-1.389288, 0.571830, 1.980048], [-1.132025, 1.466086, -1.078191], [0.579423, 1.854571, -0.918704], [0.087311, 1.057332, -2.433730], [0.766682, -2.120955, -1.332442], [-0.027179, -1.176889, -2.589241], [-1.044660, -1.911238, -1.156527]], "forces_ev_per_a": [[0.5, 2.1, 2.5], [1.5, -1.7, -2.0], [-4.2, -2.6, 1.2], [4.3, 4.1, 0.4], [0.0, 0.5, -4.2], [-1.7, -1.8, 3.1], [-1.1, -0.1, 2.9], [0.1, 0.3, -1.0], [0.7, -1.7, 0.0], [-2.2, -0.9, -0.7], [-0.2, 1.0, 0.3], [-0.6, -0.7, -0.7], [1.1, -0.2, -1.0], [0.6, 0.8, 0.0], [-0.1, -0.1, 0.0], [-0.3, 0.0, 0.0], [-0.3, 0.3, 0.3], [1.7, 0.9, -1.2]], "spin_multiplicity": 1, "charge": 0, "homo_energy_ev": -8.05, "smiles": "C[C@@H](C=O)N(C)C", "e_tot_ev": -8898.50864, "relative_energy_ev": 3.1887, "gap_ev": 8.67}


[3]
{"formula": "C20H48O20S4", "method": "ωB97M-V/def2-TZVPD", "symbols": ["O", "S", "O", "C", "C", "C", "C", "H", "H", "H", "H", "H", "H", "H", "H", "O", "S", "O", "C", "C", "C", "C", "H", "H", "H", "H", "H", "H", "H", "H", "O", "S", "O", "O", "C", "C", "O", "H", "H", "H", "H", "O", "S", "O", "O", "C", "C", "O", "H", "H", "H", "H", "O", "C", "C", "O", "H", "H", "H", "H", "H", "H", "O", "C", "C", "O", "H", "H", "H", "H", "H", "H", "O", "C", "C", "O", "H", "H", "H", "H", "H", "H", "O", "C", "C", "O", "H", "H", "H", "H", "H", "H"], "xyz": [[5.448451, 6.860038, -0.998380], [4.736149, 5.604887, -0.902282], [4.155684, 5.072739, -2.123628], [5.938159, 4.385957, -0.212984], [5.064359, 3.594393, 0.713737], [3.982209, 4.446273, 1.399107], [3.534946, 5.532154, 0.401842], [6.636618, 4.975448, 0.383400], [6.397110, 3.887648, -1.058595], [4.450685, 2.933547, 0.075414], [5.603977, 2.819327, 1.262824], [4.389614, 4.974514, 2.267157], [3.180652, 3.820811, 1.778919], [3.467216, 6.543042, 0.794123], [2.604224, 5.203630, -0.059923], [-1.030240, 1.762871, -0.783669], [0.403254, 1.481900, -0.751035], [1.357625, 2.583803, -0.788450], [0.727415, 0.298605, 0.582347], [1.052259, -1.037170, -0.138485], [1.531025, -0.808573, -1.584731], [0.759965, 0.420271, -2.137677], [-0.129814, 0.375824, 1.245334], [1.653163, 0.551290, 1.099887], [1.709887, -1.658697, 0.458146], [0.090931, -1.556304, -0.164972], [1.314139, -1.698920, -2.169076], [2.586273, -0.567650, -1.736286], [-0.183424, -0.050327, -2.437465], [1.135502, 0.892079, -3.039903], [-6.624983, 2.022627, -1.555202], [-5.756797, 1.315109, -2.447190], [-6.199894, 0.027953, -2.832781], [-5.379748, 2.130846, -3.772935], [-4.246113, 2.954122, -3.606109], [-3.408169, 2.255725, -2.499142], [-4.258451, 1.314114, -1.870327], [-3.648286, 2.893181, -4.514762], [-4.470717, 4.008667, -3.460461], [-3.030882, 2.983050, -1.781610], [-2.492141, 1.879740, -2.947566], [2.759783, -3.862097, -1.057299], [3.619422, -3.990734, 0.087798], [3.325772, -4.912348, 1.135539], [5.106652, -4.233755, -0.442749], [5.972382, -3.114481, -0.218247], [5.071803, -1.930778, 0.034721], [3.973931, -2.519956, 0.735664], [6.684909, -3.414071, 0.548753], [6.618576, -2.923580, -1.079753], [4.618933, -1.450372, -0.833753], [5.567285, -1.212923, 0.685559], [-0.449384, -3.264110, 1.877334], [0.161643, -4.470883, 1.475672], [-0.640190, -5.666041, 2.014291], [-0.101258, -6.919970, 1.669583], [-1.402660, -3.403708, 1.830899], [0.288380, -4.494645, 0.383479], [1.162794, -4.633041, 1.874195], [-1.648815, -5.566334, 1.578986], [-0.542012, -5.604244, 3.099236], [-0.124118, -7.015548, 0.709955], [-0.859383, -2.487740, -4.097216], [-2.097682, -2.420929, -3.427756], [-2.247185, -3.688121, -2.542453], [-1.065974, -3.770592, -1.746730], [-0.795848, -1.776812, -4.738613], [-2.222460, -1.590593, -2.716976], [-2.896806, -2.322747, -4.172757], [-2.193832, -4.562060, -3.197732], [-3.172903, -3.561019, -1.992184], [-0.326480, -3.497159, -2.302956], [-3.927104, -2.705456, 3.979432], [-3.426343, -1.667121, 3.148943], [-2.706337, -0.534781, 3.831985], [-3.546576, 0.340798, 4.609627], [-4.635077, -2.342745, 4.520412], [-2.795533, -2.123719, 2.391123], [-4.278910, -1.209255, 2.627961], [-2.326348, 0.102035, 3.026704], [-1.913537, -0.875514, 4.496026], [-4.118128, 0.739185, 3.936903], [-1.744072, 2.355059, 2.605799], [-2.303841, 3.366297, 1.750457], [-3.658262, 2.862757, 1.276507], [-4.405805, 2.326877, 2.365117], [-2.489296, 2.173278, 3.196604], [-2.454229, 4.254584, 2.374897], [-1.672489, 3.581555, 0.894481], [-3.441972, 1.952121, 0.702647], [-4.063633, 3.563321, 0.541787], [-5.289603, 2.693540, 2.461479]], "forces_ev_per_a": [[-0.6, 0.1, 0.4], [1.7, -0.6, -1.6], [0.1, 0.1, 0.8], [-1.0, 1.4, 0.6], [-1.3, -2.2, -1.3], [1.4, 0.9, 0.9], [-0.6, -0.6, 0.1], [0.2, 0.1, -0.4], [0.0, -0.2, 0.1], [0.1, 0.1, -0.2], [0.1, 0.7, 0.8], [0.1, -0.2, 0.1], [-0.2, 0.1, -0.3], [-0.1, -0.1, 0.2], [0.0, 0.3, -0.2], [0.8, 0.1, 0.2], [0.0, 0.7, -0.6], [-0.6, -0.6, 0.5], [1.4, 0.1, -0.7], [-1.5, 0.1, 0.1], [0.4, 1.1, -0.1], [-1.0, -2.2, -0.1], [0.0, -0.4, 0.0], [-0.2, 0.7, 0.1], [0.1, 0.1, 0.0], [0.2, -0.4, -0.3], [0.0, 0.1, -0.1], [0.2, -0.3, 0.6], [-0.3, 0.6, 0.2], [0.5, 0.4, 0.4], [0.9, 0.4, -0.5], [-0.4, 0.4, 0.3], [0.6, -0.3, -0.3], [-0.9, -0.1, 0.1], [1.2, -0.3, -0.1], [0.2, 1.8, -0.3], [-0.2, -0.6, 0.0], [-0.3, 0.0, -0.2], [-0.4, -0.1, 0.5], [-0.3, -0.1, 0.3], [-0.3, -1.0, 0.2], [0.5, 0.1, 1.1], [0.6, 0.6, -0.1], [0.1, 0.8, -0.6], [-0.1, -0.1, -0.3], [0.9, -0.2, -0.9], [-0.3, -0.3, 0.5], [-1.0, -1.1, 0.3], [-0.4, 0.4, 0.6], [-0.4, -0.3, -0.3], [0.6, 0.0, -0.3], [-0.3, 0.1, 0.0], [0.2, 0.2, 0.3], [0.3, -1.2, -0.3], [0.3, 0.6, -0.8], [0.2, -0.2, -0.3], [0.1, 0.0, 0.0], [-0.3, -0.1, 0.0], [0.0, 0.8, 0.3], [-0.2, -0.1, 0.8], [-0.8, 0.0, 0.0], [0.0, 0.0, 0.1], [0.5, 0.1, 0.2], [-1.3, -0.5, 0.5], [1.7, 0.9, -2.0], [-0.6, 0.2, 0.9], [0.0, 0.0, 0.0], [0.5, 0.3, -0.3], [-0.1, -0.2, 0.2], [-0.8, -0.1, 0.0], [0.2, -0.5, 0.5], [-0.1, -0.1, -0.1], [0.3, 0.0, 0.0], [-1.1, 0.1, 0.2], [0.2, 0.7, 0.0], [-0.2, -0.6, -0.4], [0.1, 0.1, 0.1], [0.1, 0.0, 0.1], [0.1, 0.0, -0.3], [0.6, -0.4, 0.0], [0.0, 0.0, -0.1], [-0.1, 0.2, 0.3], [0.0, 0.4, -0.6], [-0.9, -0.3, 1.2], [1.4, -1.5, -1.2], [-0.6, 0.7, 0.4], [0.3, -0.2, 0.3], [0.1, 0.3, -0.3], [0.2, -0.2, 0.1], [0.1, 0.3, -0.3], [-0.9, 0.2, 0.7], [0.1, 0.2, -0.2]], "spin_multiplicity": 1, "charge": 0, "homo_energy_ev": -9.81, "smiles": "O=S1(=O)CCCC1.O=S1(=O)CCCC1.O=S1(=O)OCCO1.O=S1(=O)OCCO1.OCCO.OCCO.OCCO.OCCO", "e_tot_ev": -105803.13007, "relative_energy_ev": 0.0000, "gap_ev": 9.77}


[4]
{"formula": "C8H11N7S", "method": "ωB97M-V/def2-TZVPD", "symbols": ["H", "N", "C", "N", "N", "N", "C", "C", "C", "C", "N", "N", "C", "S", "N", "H", "C", "C", "H", "H", "H", "H", "H", "H", "H", "H", "H"], "xyz": [[-1.017654, 1.079719, -4.889450], [-1.551197, 0.256721, -5.143336], [-1.851195, -0.510408, -4.166844], [-2.491835, -1.695594, -4.404002], [-1.303829, -0.382147, -2.918769], [-1.619471, 0.519918, -2.096152], [-0.827475, 0.648919, -0.973872], [0.332557, -0.100506, -0.729651], [1.051418, 0.087471, 0.425109], [0.631222, 1.024680, 1.375173], [1.362685, 1.268234, 2.523877], [2.290256, 0.354972, 2.991557], [1.950356, -0.865176, 3.515248], [0.218755, -1.028508, 3.844117], [2.703576, -1.824968, 3.820708], [3.688798, -1.696689, 3.621704], [-0.519329, 1.779601, 1.129514], [-1.235609, 1.597012, -0.028126], [-2.894737, -1.768971, -5.322520], [-3.003387, -2.107090, -3.641269], [0.645177, -0.829393, -1.462416], [1.939106, -0.500278, 0.612800], [0.881928, 1.783066, 3.254034], [3.238376, 0.480013, 2.658849], [0.354484, -2.238413, 4.366311], [-0.842725, 2.500497, 1.864969], [-2.130249, 2.167319, -0.227562]], "forces_ev_per_a": [[0.0, -0.1, 0.3], [-0.4, 0.0, -0.1], [-0.2, 0.8, -1.8], [-0.2, -0.1, 0.4], [1.1, 0.6, 3.3], [-0.9, -0.7, -2.9], [0.8, -0.2, 1.2], [-0.4, 0.1, -0.2], [0.1, 0.0, 0.3], [-0.2, -0.1, -0.6], [0.1, 0.0, 0.7], [0.3, 0.6, -0.4], [-0.5, -0.4, 0.2], [-0.5, 0.5, -0.2], [0.4, -0.5, 0.1], [0.1, 0.2, -0.1], [0.2, -0.1, 0.2], [0.0, -0.3, -0.4], [-0.1, 0.0, 0.0], [0.0, 0.0, -0.1], [0.0, 0.0, 0.0], [0.0, 0.0, 0.0], [0.2, -0.1, -0.1], [-0.2, 0.0, 0.1], [0.2, -0.3, 0.1], [-0.1, 0.1, 0.1], [-0.1, 0.1, 0.0]], "spin_multiplicity": 1, "charge": 0, "homo_energy_ev": -8.49, "smiles": "[H]/N=C(N)\\N=N\\c1ccc(NN/C(S)=N\\[H])cc1", "e_tot_ev": -29738.19248, "gap_ev": 8.13}


[5]
{"formula": "C4H14N2O2", "method": "ωB97M-V/def2-TZVPD", "symbols": ["C", "C", "C", "N", "C", "N", "H", "H", "H", "H", "H", "H", "H", "H", "H", "H", "O", "H", "H", "O", "H", "H"], "xyz": [[0.489228, 2.599976, 1.540445], [0.097483, 2.108898, 0.144957], [-1.186315, 1.236486, 0.154427], [-0.991286, -0.145297, -0.171398], [-0.726459, -0.497240, -1.349786], [-0.425970, 0.323568, -2.418060], [0.815653, 1.761135, 2.154183], [1.260739, 3.359250, 1.511233], [-0.358172, 3.022028, 2.077277], [-0.075752, 2.970340, -0.499838], [0.918129, 1.503868, -0.224934], [-1.908712, 1.714674, -0.539078], [-1.698842, 1.296246, 1.122273], [-0.757416, -1.547900, -1.632551], [-0.599383, -0.031668, -3.343143], [-0.609447, 1.307685, -2.305229], [0.862290, -5.408648, -1.173573], [1.152391, -6.321186, -1.023246], [0.622319, -5.073735, -0.304707], [1.145398, -1.746458, 2.241252], [1.452789, -0.875132, 2.511092], [0.521334, -1.556884, 1.528413]], "forces_ev_per_a": [[-0.4, -0.2, 0.1], [-0.3, -0.1, 0.8], [-0.2, 1.0, -0.2], [-0.2, -0.8, 0.8], [-0.1, 0.2, -1.0], [-0.2, 0.1, 0.1], [0.2, 0.0, 0.0], [0.3, 0.0, 0.0], [-0.2, 0.2, -0.1], [0.2, 0.0, -0.2], [0.1, 0.1, -0.4], [0.1, -0.3, 0.0], [0.3, -0.1, 0.0], [0.3, -0.1, 0.2], [0.1, -0.1, 0.0], [0.0, 0.0, -0.1], [0.1, -0.4, 0.0], [-0.1, 0.4, 0.0], [0.0, 0.0, 0.0], [0.0, 0.1, -0.1], [0.0, -0.1, 0.0], [-0.1, 0.0, 0.0]], "spin_multiplicity": 1, "charge": 0, "homo_energy_ev": -9.37, "smiles": "CCC/N=C\\N.O.O", "e_tot_ev": -11449.91872, "relative_energy_ev": 0.7713, "gap_ev": 10.19}


[6]
{"formula": "C3H9BO2", "method": "ωB97M-V/def2-TZVPD", "symbols": ["B", "C", "C", "C", "O", "O", "H", "H", "H", "H", "H", "H", "H", "H", "H"], "xyz": [[-0.551796, -0.403680, -0.937230], [-0.521046, 0.185758, 1.669431], [1.562028, 0.359520, 0.093748], [-0.005768, 0.427283, 0.286554], [0.125829, -0.274778, -2.123809], [-1.695984, -1.110197, -0.815583], [-0.675438, -0.857841, 1.784780], [-1.341749, 0.614786, 1.988799], [0.330558, 0.443513, 2.276258], [2.073157, 1.051715, 0.798522], [1.969144, -0.586551, 0.256472], [1.675726, 0.734827, -0.995726], [-0.300647, 1.709552, -0.032792], [-0.468347, -0.714421, -2.802784], [-2.175667, -1.579489, -1.446640]], "forces_ev_per_a": [[-0.1, 0.6, -0.8], [5.2, -0.6, -2.0], [-2.6, 3.4, -1.3], [2.7, -4.4, 1.0], [-1.4, -0.9, -1.6], [0.0, 1.0, 2.6], [-0.1, -1.4, 0.0], [-4.3, 2.6, 1.2], [0.0, 0.0, 1.0], [-0.4, -0.1, -0.2], [0.7, -1.7, 0.0], [0.5, -0.8, 1.8], [-1.0, 2.4, -0.8], [1.4, 0.8, 0.8], [-0.7, -1.0, -1.8]], "spin_multiplicity": 3, "charge": 0, "homo_energy_ev": [-3.94, -11.43], "e_tot_ev": -8023.20478, "relative_energy_ev": 0.0000, "s_squared": 2.00, "gap_ev": [4.26, 7.36]}


[7]
{"formula": "C2H2NOPS2", "method": "ωB97M-V/def2-TZVPD", "symbols": ["N", "C", "S", "C", "S", "P", "O", "H", "H"], "xyz": [[0.842574, -2.466652, -1.167994], [1.277227, -1.637724, -0.493602], [1.873790, -0.326942, 0.563666], [0.346965, 0.800619, 0.439241], [-0.922212, 0.435556, 1.568797], [-2.497881, 0.187834, 0.101330], [-1.829880, 0.349985, -1.198490], [0.076398, 0.927432, -0.615797], [0.833016, 1.729889, 0.802851]], "forces_ev_per_a": [[0.2, 0.2, 0.2], [0.4, 1.2, 1.1], [-1.7, -1.1, -1.5], [2.9, 0.7, 0.0], [-1.5, -0.5, 0.0], [0.5, -0.1, 0.4], [-0.4, 0.0, -0.2], [-0.2, -0.3, 0.4], [-0.4, -0.3, -0.4]], "spin_multiplicity": 1, "charge": 0, "homo_energy_ev": -9.90, "smiles": "N#CSCSP=O", "e_tot_ev": -36602.74050, "relative_energy_ev": 0.0000, "gap_ev": 8.77}


[8]
{"formula": "C5H7F3N3S2", "method": "ωB97M-V/def2-TZVPD", "symbols": ["C", "C", "C", "S", "N", "S", "N", "C", "C", "F", "F", "F", "N", "H", "H", "H", "H", "H", "H", "H"], "xyz": [[-1.627914, -0.552855, 0.280111], [-0.299736, -0.142578, -0.143007], [0.374646, -0.945113, -1.199783], [1.552263, -2.123221, -0.347926], [1.286011, -1.866332, 1.259351], [0.969807, -0.336947, 1.439761], [2.324755, 0.517084, 0.710258], [3.207498, -0.188285, -0.028654], [4.617174, 0.418347, -0.101031], [5.192338, 0.106379, -1.192473], [4.483337, 1.802541, -0.035275], [5.330055, 0.045938, 0.990065], [3.019930, -1.300623, -0.610967], [-1.564629, -1.378904, 1.104874], [-1.878941, -1.085357, -0.590915], [-2.276771, 0.241281, 0.601789], [-0.345056, 0.847839, -0.294518], [-0.234352, -1.687680, -1.687993], [1.028246, -0.382311, -1.883137], [2.753424, 1.318531, 1.172427]], "forces_ev_per_a": [[0.1, -2.8, 2.5], [2.1, -1.5, 2.2], [1.4, -0.6, 0.5], [1.4, 0.2, 0.1], [-0.3, -0.3, -0.6], [-0.7, 1.3, -1.1], [-0.2, 0.1, 0.3], [-0.1, 0.0, 0.4], [-0.6, 1.6, 1.8], [1.1, -0.4, -1.1], [0.1, -1.3, 0.0], [-0.5, 0.2, -1.0], [-0.3, -1.0, -0.7], [-0.3, 1.4, -1.3], [-1.9, -0.6, -0.9], [-0.3, 0.1, -0.1], [0.7, 3.7, -1.0], [-0.6, 0.2, -0.5], [-0.5, -0.2, 0.1], [-0.5, -0.1, 0.3]], "spin_multiplicity": 1, "charge": 1, "homo_energy_ev": -14.64, "smiles": "C[C@@H]1C[S@]23=N[S@@]=21=[NH+]C(C(F)(F)F)=N3", "e_tot_ev": -39582.11924, "relative_energy_ev": 0.2516, "gap_ev": 9.98}